Computed, not measured: an isolated ion of composition C4H8NOS and charge +1 in a non-equilibrium geometry, with ωB97M-V/def2-TZVPD.

The net charge is +1. Its LUMO energy is -2.9 eV. The value obtained for the frontier orbital gap is 10.1 eV. The relative energy (zero: lowest compared OMol25 entry of this formula, charge and spin) comes out at 2.220 eV. The calculation puts the HOMO energy at -13.00 eV.

CARTESIAN COORDINATES (ANGSTROEM)
C  -0.8462  -0.5896  -0.8604
H  -0.1724  -0.6196  -1.7290
H  1.4017  -1.9366  -0.2335
H  -1.7204  2.1948  0.6885
C  1.3845  -0.9814  0.3037
S  2.3391  0.2046  -0.6709
C  -0.3763  0.5849  1.0869
N  -1.5704  0.6553  -0.8037
C  -1.2749  1.2692  0.3779
O  -0.0691  -0.6561  0.3950
H  -1.5094  -1.4648  -0.8602
H  0.1212  0.7271  2.0202
H  2.9167  0.8485  0.3390
H  -2.3656  0.8682  -1.3742
H  1.7413  -1.1045  1.3207

Löwdin atomic charge list, values in e, 6 entries: atom 1 (C): -0.066, atom 2 (H): 0.136, atom 3 (H): 0.106, atom 4 (H): 0.149, atom 5 (C): -0.411, atom 6 (S): 0.844

Computed, not measured: a 2-piece molecular cluster, C5H11NO2 overall in a non-equilibrium geometry, with ωB97M-V/def2-TZVPD.

Its LUMO energy is 0.6 eV. As for the SMILES: [H]/N=C\C(C)=O.CCO. The value obtained for the frontier orbital gap is 9.8 eV. The relative energy (zero: lowest compared OMol25 entry of this formula, charge and spin) comes out at 2.140 eV. The calculation puts the HOMO energy at -9.19 eV.

CARTESIAN COORDINATES (ANGSTROEM)
H  0.0245  -1.7115  0.4877
H  0.4809  0.4543  2.1726
C  0.9376  1.4252  0.2989
H  0.5180  2.2346  2.2541
H  -1.1299  -2.7394  -0.3901
H  0.6376  -0.2543  -1.7904
C  -1.2152  -0.6433  -2.0466
H  2.0231  1.2915  2.1559
H  -1.6108  -1.9691  1.1311
C  -1.0257  -1.8361  0.2167
O  1.5612  0.2908  -0.2902
H  2.4703  0.2303  0.0538
H  1.4385  2.3233  -0.0745
C  0.9869  1.3539  1.8076
C  -1.5117  -0.6313  -0.5300
H  -2.0729  -0.9162  -2.6789
O  -2.3543  0.1544  -0.1199
H  -0.1186  1.4246  -0.1128
N  -0.0396  -0.4819  -2.5449

Löwdin atomic charge list, values in e, 6 entries: atom 1 (H): 0.077, atom 2 (H): 0.075, atom 3 (C): -0.305, atom 4 (H): 0.082, atom 5 (H): 0.091, atom 6 (H): 0.018

- What is the formula in the first record?
  C4H8NOS

- What is the formula in the second record?
  C5H11NO2

- Number 1 is which compound?
  C4H8NOS